Record 1
148
Properties=species:S:1:pos:R:3 method="wB97M-V/def2-TZVPD" e_lumo_ha="-0.0114 / -0.0114" orbital_gap_ev="4.6 / 4.6" homo_energy_ev="-4.959 / -4.960" multiplicity=1
Ti 0.87461 -0.47430 0.14989
C -1.67679 -4.49240 1.07869
N -1.38339 -3.50380 0.05349
C -1.10919 -4.12530 -1.23231
C -2.48339 -2.56020 -0.03221
C -2.17359 -1.25200 -0.76381
N -1.39179 -0.21580 -0.06061
C -2.00049 0.09710 1.24129
C -1.72179 -0.86940 2.36069
C -2.76429 -1.20150 3.20799
C -2.58319 -2.04820 4.29209
C -1.27279 -2.37550 4.61729
C -0.18029 -1.98100 3.85749
C -0.41869 -1.35600 2.60699
O 0.52461 -1.24490 1.69379
C 1.24511 -2.12510 4.39209
C 2.02831 -3.20810 3.63849
C 1.24561 -2.46480 5.88819
C 1.95221 -0.76880 4.23139
C -3.79549 -2.56220 5.05109
C -3.41129 -3.47310 6.21819
C -4.66419 -3.37120 4.07519
C -4.60529 -1.38550 5.61189
C -1.49239 0.99400 -0.89471
C -0.81449 2.25790 -0.39611
C -1.29239 3.45400 -0.91481
C -0.78969 4.68290 -0.52311
C 0.16131 4.68850 0.48979
C 0.66761 3.53550 1.05769
C 0.22961 2.27410 0.55799
O 0.75061 1.15850 1.00499
C 1.61461 3.60940 2.25259
C 2.08731 5.03570 2.55759
C 0.85281 3.07990 3.47879
C 2.86361 2.75120 2.03429
C -1.34229 5.97010 -1.11341
C -1.40729 5.86170 -2.64291
C -2.75559 6.18010 -0.55031
C -0.48249 7.19330 -0.77391
H -2.63269 -5.01040 0.91109
H -1.71839 -4.00020 2.05089
H -0.88719 -5.24180 1.10219
H -0.41429 -4.95110 -1.09781
H -0.63879 -3.40110 -1.89441
H -2.01889 -4.51440 -1.71571
H -2.81699 -2.34700 0.98409
H -3.33569 -3.01970 -0.57871
H -3.16069 -0.82340 -1.02761
H -1.65189 -1.48710 -1.69061
H -3.09329 0.21250 1.11559
H -1.61719 1.07430 1.56199
H -3.74399 -0.79910 2.99469
H -1.09689 -2.95690 5.50389
H 1.46151 -4.13860 3.61509
H 2.98011 -3.39470 4.13079
H 2.23311 -2.87890 2.62469
H 0.88971 -3.47660 6.06999
H 0.62211 -1.76320 6.43739
H 2.25831 -2.39300 6.27789
H 1.98191 -0.46240 3.18599
H 2.97571 -0.82280 4.59799
H 1.41801 -0.00630 4.79609
H -2.83699 -4.32770 5.87089
H -4.31209 -3.84550 6.69999
H -2.83169 -2.92970 6.95999
H -4.11619 -4.24230 3.72149
H -4.94569 -2.77450 3.21159
H -5.57279 -3.70910 4.56869
H -3.96439 -0.73110 6.19839
H -5.40109 -1.75530 6.25439
H -5.05989 -0.79780 4.81939
H -2.56619 1.24180 -1.02861
H -1.11019 0.72300 -1.88521
H -2.08379 3.41470 -1.64871
H 0.51201 5.63650 0.85169
H 1.26541 5.68440 2.85379
H 2.60421 5.47130 1.70529
H 2.79261 4.99290 3.38509
H -0.02089 3.69720 3.68279
H 1.49931 3.09350 4.35469
H 0.52311 2.05720 3.30699
H 3.29401 2.92750 1.05099
H 2.60431 1.70230 2.12459
H 3.62161 2.97790 2.78019
H -2.11259 5.09840 -2.95871
H -0.42529 5.61180 -3.04081
H -1.72749 6.80740 -3.07671
H -3.40239 5.35160 -0.83111
H -3.19189 7.10360 -0.92771
H -2.71999 6.23220 0.53589
H 0.55671 7.02310 -1.04811
H -0.53369 7.43690 0.28399
H -0.84549 8.05660 -1.32981
O 0.16401 -1.31770 -2.94071
S -0.68259 -0.65030 -3.96841
C 0.44651 -0.46330 -5.45101
C 0.36811 0.97600 -5.93721
C 1.21241 1.97190 -5.13291
C 0.84901 2.02390 -3.65551
S 1.95951 0.84480 -2.73461
O 1.25561 0.59310 -1.43551
C 3.18121 2.11270 -2.37261
C 2.80451 3.20190 -1.59981
C 3.68581 4.25030 -1.42741
C 4.94161 4.20420 -2.01271
C 5.32261 3.09700 -2.75321
C 4.44411 2.04480 -2.93561
C -1.80979 -1.88990 -4.57811
C -3.16049 -1.54390 -4.64501
C -4.09209 -2.48950 -5.00921
C -3.68729 -3.78930 -5.30701
C -2.33889 -4.12940 -5.23941
C -1.39869 -3.19250 -4.87031
H 0.10651 -1.15450 -6.22041
H 1.44761 -0.73500 -5.12421
H -0.67879 1.28870 -5.89801
H 0.68381 1.02550 -6.98111
H 1.07941 2.96170 -5.57621
H 2.27471 1.72170 -5.22431
H -0.18299 1.72910 -3.49351
H 1.00071 3.01120 -3.22801
H 1.83181 3.22210 -1.12971
H 3.38261 5.11310 -0.85481
H 5.62451 5.02940 -1.88671
H 6.30361 3.04830 -3.19391
H 4.74111 1.17520 -3.49951
H -3.45269 -0.53150 -4.40461
H -5.13929 -2.23010 -5.06531
H -4.42319 -4.52740 -5.58511
H -2.03149 -5.13630 -5.48181
H -0.35249 -3.44910 -4.79391
I 3.63661 -0.42740 0.47809
I 6.60261 0.34240 -0.45731
N 2.47211 -4.33690 0.13079
C 1.51441 -3.38800 0.30289
N 1.51701 -2.46960 -0.64591
C 2.52281 -2.86300 -1.51751
C 2.96321 -2.33860 -2.72891
C 4.01041 -2.96610 -3.37951
C 4.64071 -4.08900 -2.84851
C 4.21871 -4.64290 -1.65401
C 3.14951 -4.02730 -1.01841
H 2.69391 -5.07800 0.77349
H 0.79461 -3.44060 1.09589
H 2.47811 -1.47880 -3.15761
H 4.36541 -2.56720 -4.31921
H 5.46651 -4.53170 -3.38611
H 4.70141 -5.50590 -1.22361

---

Record 2
21
Properties=species:S:1:pos:R:3 method="wB97M-V/def2-TZVPD" e_lumo_ha=0.0214 orbital_gap_ev=10.4 smiles="NCC=O.CCCO" homo_energy_ev=-9.853 multiplicity=1
N 1.80495 0.22125 0.54737
C 2.30616 1.13933 1.57868
C 1.24505 1.31900 2.64359
O 1.48397 1.32180 3.81720
H 2.40239 0.24139 -0.26120
H 1.81646 -0.73592 0.88490
H 2.45467 2.11577 1.11286
H 3.23475 0.83988 2.06674
H 0.22757 1.52478 2.26212
C -2.13151 -1.79619 -0.74736
C -1.20064 -1.10084 -1.73221
C -1.23369 0.42006 -1.64130
O -0.92945 0.90889 -0.34531
H -2.17427 -2.86649 -0.93849
H -3.13986 -1.39045 -0.81754
H -1.78654 -1.64016 0.27311
H -0.16874 -1.42532 -1.56020
H -1.42927 -1.37857 -2.76415
H -0.53917 0.83165 -2.38537
H -2.22568 0.79986 -1.87466
H -0.01718 0.65028 -0.11878

---

Record 3
76
Properties=species:S:1:pos:R:3 method="wB97M-V/def2-TZVPD" e_lumo_ha="-0.1348 / -0.1338" orbital_gap_ev="6.7 / 6.3" homo_energy_ev="-10.333 / -9.935" multiplicity=2 charge=+1
V 1.11426 -1.09342 0.16798
Cl 2.95396 -2.49112 0.19378
C 3.63406 -1.99222 1.69678
C 5.00316 -2.03962 1.87678
C 5.52926 -1.71672 3.11648
C 4.68786 -1.37962 4.16378
C 3.31996 -1.29562 3.96398
Cl 2.28216 -0.82872 5.25198
C 2.76346 -1.56972 2.70508
S 1.06016 -1.35432 2.39928
H 5.65126 -2.32792 1.06488
H 6.59606 -1.74312 3.26768
H 5.08646 -1.16922 5.14248
C -4.59534 -1.65402 0.29478
C -3.29354 -1.71832 1.07018
C -3.12464 -3.09022 1.70398
C -3.23544 -0.63692 2.13728
Sb -1.48644 -1.36022 -0.26402
C -1.77954 0.61848 -1.30272
C -3.15274 0.83018 -1.90882
C -1.49614 1.64588 -0.21452
C -0.71574 0.71718 -2.38892
C -1.33674 -3.06392 -1.72992
C -0.26114 -2.69692 -2.74352
C -0.85004 -4.24372 -0.89612
C -2.65234 -3.36622 -2.42262
H -5.42384 -1.86932 0.96978
H -4.62394 -2.39072 -0.50352
H -4.76454 -0.67092 -0.13482
H -3.87004 -3.22052 2.48868
H -2.13754 -3.20052 2.15738
H -3.28264 -3.88062 0.97178
H -4.02704 -0.79692 2.86888
H -3.38084 0.35248 1.70698
H -2.27934 -0.65912 2.66298
H -3.90414 0.96498 -1.13522
H -3.43924 -0.00862 -2.54282
H -3.13814 1.73658 -2.51462
H -2.35674 1.77448 0.43828
H -1.28844 2.61418 -0.66392
H -0.63124 1.35318 0.39688
H -0.95654 0.07828 -3.23702
H 0.27676 0.44178 -2.01002
H -0.65784 1.74248 -2.75662
H 0.64846 -2.32712 -2.24122
H -0.61924 -1.94522 -3.44332
H 0.01616 -3.57802 -3.32192
H 0.06586 -3.98302 -0.34722
H -0.62384 -5.09272 -1.53982
H -1.60504 -4.56452 -0.18172
H -3.05834 -2.47632 -2.90342
H -3.38724 -3.75162 -1.71892
H -2.50324 -4.12192 -3.19292
C 3.70476 1.42668 -1.81832
C 2.93236 0.35908 -1.40802
N 2.19886 0.37708 -0.27902
C 2.27076 1.47948 0.48188
C 3.00936 2.60298 0.14458
C 3.74796 2.57928 -1.04372
C 3.02786 3.73308 1.08898
C 2.07626 4.64778 1.26338
C 0.85496 4.80538 0.47778
C 0.76806 4.47958 -0.87752
C -0.45814 4.68908 -1.48582
N -1.49594 5.19228 -0.83662
C -1.30354 5.49818 0.43448
N -0.19204 5.32808 1.11838
H 4.26886 1.35578 -2.73442
H 2.89536 -0.55542 -1.99362
H 1.70666 1.46608 1.41138
H 4.31486 3.43948 -1.36272
H 3.89916 3.74218 1.73338
H 2.17596 5.35618 2.07298
H 1.61266 4.11398 -1.43372
H -0.61974 4.45068 -2.52942
H -2.14574 5.93278 0.95698